# 1
The following is a quantum chemistry calculation of a molecular structure, C52H56AuN5P2Se2, from the Open Molecules 2025 dataset.

Each line ends with the Mulliken charge.
CARTESIAN COORDINATES (ANGSTROEM)
1 Au -0.381 -0.092 0.704  0.108
2 C 3.919 2.010 0.139  -1.807
3 C 3.125 1.199 -0.882  2.223
4 C 3.088 1.902 -2.240  -1.598
5 C 3.641 -0.214 -1.013  0.404
6 C 4.999 -0.471 -1.141  -0.566
7 C 5.475 -1.766 -1.253  -1.601
8 C 4.590 -2.828 -1.208  -0.730
9 C 3.218 -2.625 -1.108  0.178
10 C 2.318 -3.840 -0.941  2.995
11 C 2.625 -4.548 0.382  -1.560
12 C 2.422 -4.806 -2.122  -1.745
13 C 2.755 -1.297 -1.060  0.069
14 N 1.358 -1.035 -1.020  0.989
15 C 0.654 -1.463 -1.977  -0.819
16 C -0.816 -1.467 -1.878  0.029
17 N -1.448 -1.072 -0.845  0.840
18 C -2.849 -1.426 -0.828  0.525
19 C -3.148 -2.766 -0.535  0.238
20 C -4.477 -3.168 -0.628  -0.930
21 C -5.479 -2.287 -0.981  -1.386
22 C -5.160 -0.963 -1.217  -0.923
23 C -3.852 -0.494 -1.136  -0.172
24 C -3.665 0.999 -1.351  0.744
25 C -2.498 1.406 -2.255  -1.358
26 C -3.642 1.715 0.002  -1.083
27 C -2.154 -3.833 -0.071  0.370
28 C -1.158 -3.403 1.008  -1.212
29 C -1.446 -4.554 -1.224  -1.202
30 H 3.457 2.989 0.268  0.470
31 H 4.954 2.162 -0.174  0.368
32 H 3.927 1.503 1.107  0.412
33 H 2.099 1.142 -0.516  -0.782
34 H 4.098 2.042 -2.633  0.352
35 H 2.615 2.880 -2.144  0.404
36 H 2.522 1.319 -2.970  0.350
37 H 5.696 0.357 -1.148  0.357
38 H 6.537 -1.948 -1.351  0.356
39 H 4.972 -3.841 -1.240  0.349
40 H 1.282 -3.512 -0.881  -1.837
41 H 3.657 -4.900 0.408  0.367
42 H 1.969 -5.412 0.509  0.385
43 H 2.474 -3.875 1.227  0.363
44 H 3.423 -5.230 -2.203  0.388
45 H 2.197 -4.305 -3.067  0.369
46 H 1.718 -5.631 -1.998  0.430
47 H 1.105 -1.918 -2.862  0.453
48 H -1.378 -1.904 -2.702  0.469
49 H -4.722 -4.200 -0.404  0.438
50 H -6.504 -2.626 -1.055  0.386
51 H -5.944 -0.259 -1.471  0.411
52 H -4.575 1.326 -1.862  0.557
53 H -1.540 1.349 -1.743  0.001
54 H -2.628 2.444 -2.566  0.492
55 H -2.461 0.784 -3.153  0.359
56 H -2.765 1.428 0.584  -0.090
57 H -4.532 1.464 0.583  0.438
58 H -3.605 2.797 -0.134  0.408
59 H -2.794 -4.582 0.402  0.579
60 H -0.362 -2.765 0.624  -0.152
61 H -0.686 -4.290 1.435  0.491
62 H -1.651 -2.862 1.817  0.384
63 H -0.662 -3.938 -1.672  0.161
64 H -2.150 -4.835 -2.009  0.380
65 H -0.967 -5.462 -0.854  0.427
66 Se -1.610 1.090 7.043  -0.387
67 P 0.210 1.832 6.279  0.399
68 C 1.710 1.225 7.098  0.647
69 C 2.957 1.423 6.508  -0.041
70 C 4.098 0.932 7.119  -0.758
71 C 3.995 0.230 8.315  -0.562
72 C 2.755 0.024 8.896  -0.633
73 C 1.609 0.520 8.286  -0.974
74 C 0.257 3.648 6.439  0.686
75 C 1.401 4.336 6.838  -0.107
76 C 1.339 5.698 7.093  -0.785
77 C 0.146 6.387 6.937  -0.561
78 C -0.993 5.711 6.527  -0.831
79 C -0.941 4.346 6.292  -0.361
80 C 0.464 1.244 4.582  2.122
81 C 0.225 1.631 3.270  -1.763
82 N 0.385 0.503 2.532  0.710
83 N 0.713 -0.502 3.339  -0.628
84 N 0.771 -0.076 4.566  -0.823
85 P 0.016 3.227 2.478  0.813
86 Se 0.250 3.237 0.381  -0.164
87 C 1.318 4.258 3.201  0.376
88 C 2.590 3.693 3.292  -0.223
89 C 3.676 4.472 3.655  -1.001
90 C 3.500 5.824 3.916  -0.657
91 C 2.235 6.386 3.833  -0.764
92 C 1.141 5.606 3.483  -0.487
93 C -1.612 3.833 2.980  1.215
94 C -2.082 5.031 2.439  -0.878
95 C -3.339 5.499 2.784  -0.965
96 C -4.143 4.761 3.646  -0.715
97 C -3.691 3.554 4.156  -0.674
98 C -2.426 3.088 3.826  -0.671
99 H 3.032 1.948 5.562  0.287
100 H 5.066 1.082 6.658  0.439
101 H 4.887 -0.164 8.786  0.379
102 H 2.674 -0.533 9.820  0.400
103 H 0.630 0.354 8.720  0.370
104 H 2.333 3.810 6.988  0.363
105 H 2.229 6.220 7.423  0.422
106 H 0.104 7.450 7.143  0.404
107 H -1.933 6.236 6.414  0.439
108 H -1.843 3.806 6.042  0.319
109 H 2.729 2.645 3.051  0.753
110 H 4.660 4.025 3.720  0.490
111 H 4.348 6.439 4.190  0.418
112 H 2.094 7.437 4.046  0.455
113 H 0.158 6.055 3.429  0.309
114 H -1.474 5.571 1.723  0.467
115 H -3.698 6.431 2.368  0.458
116 H -5.126 5.127 3.913  0.451
117 H -4.316 2.969 4.818  0.498
118 H -2.081 2.147 4.238  0.610

Computed properties:
2S+1: 1



# 2
The following is a quantum chemistry calculation of 11 unconnected molecules or ions with the total composition C52H59N5O24S in a non-equilibrium geometry, from the Open Molecules 2025 dataset.

Each line ends with the Mulliken charge.
CARTESIAN COORDINATES (ANGSTROEM)
1 O -8.485 -8.971 35.009  -0.652
2 N -9.647 -9.257 34.820  1.106
3 O -9.952 -10.217 34.137  -0.210
4 C -10.692 -8.371 35.326  -0.035
5 C -10.397 -7.101 35.826  -0.426
6 C -11.454 -6.291 36.321  -0.507
7 C -12.712 -6.835 36.500  -0.685
8 C -12.939 -8.113 36.006  -0.398
9 C -11.971 -8.867 35.413  -0.453
10 H -9.369 -6.780 35.927  0.562
11 H -11.207 -5.338 36.767  0.431
12 H -13.546 -6.341 36.977  0.412
13 H -13.916 -8.571 36.120  0.378
14 H -12.221 -9.824 34.974  0.450
15 O -13.297 -9.807 27.884  -0.629
16 N -12.372 -10.430 28.356  1.041
17 O -12.273 -11.643 28.280  -0.565
18 C -11.312 -9.754 29.070  -0.050
19 C -11.603 -8.516 29.616  -0.683
20 C -10.627 -7.746 30.220  -0.802
21 C -9.362 -8.302 30.328  -0.502
22 C -9.065 -9.579 29.820  0.140
23 C -10.035 -10.320 29.163  -0.538
24 H -12.583 -8.077 29.486  0.491
25 H -10.770 -6.692 30.415  0.570
26 H -8.526 -7.788 30.791  0.388
27 H -8.102 -10.030 30.012  0.684
28 H -9.866 -11.363 28.934  0.428
29 O -5.844 -19.114 39.752  -0.599
30 N -6.345 -18.095 39.326  0.954
31 O -7.168 -17.427 39.940  -0.582
32 C -5.927 -17.596 38.000  0.280
33 C -4.734 -18.087 37.468  -0.591
34 C -4.350 -17.505 36.246  -0.630
35 C -5.085 -16.456 35.726  -0.357
36 C -6.314 -16.114 36.205  -0.252
37 C -6.811 -16.757 37.320  -0.541
38 H -3.969 -18.733 37.867  0.405
39 H -3.391 -17.809 35.848  0.417
40 H -4.629 -15.920 34.899  0.549
41 H -6.779 -15.290 35.677  0.420
42 H -7.775 -16.492 37.727  0.506
43 O -6.426 -7.331 32.991  -0.164
44 N -6.451 -6.761 34.065  0.815
45 O -5.870 -7.125 35.072  -0.592
46 C -7.343 -5.618 34.230  -0.251
47 C -7.171 -4.737 35.290  -0.380
48 C -8.075 -3.679 35.481  -0.603
49 C -9.092 -3.446 34.583  -0.505
50 C -9.242 -4.290 33.485  -0.646
51 C -8.421 -5.410 33.405  0.313
52 H -6.272 -4.678 35.888  0.445
53 H -7.729 -2.967 36.218  0.429
54 H -9.712 -2.558 34.609  0.438
55 H -9.883 -4.133 32.630  0.431
56 H -8.717 -6.161 32.680  0.314
57 O -6.187 -6.953 28.361  -0.624
58 N -5.567 -7.124 29.392  1.120
59 O -5.343 -6.255 30.209  -0.628
60 C -5.050 -8.495 29.653  0.164
61 C -4.036 -8.693 30.574  -0.717
62 C -3.504 -9.978 30.711  -0.603
63 C -4.142 -11.059 30.094  -0.032
64 C -5.142 -10.811 29.164  -0.814
65 C -5.614 -9.534 28.926  -0.407
66 H -3.595 -7.873 31.122  0.466
67 H -2.550 -10.105 31.207  0.585
68 H -3.773 -12.058 30.284  0.323
69 H -5.459 -11.622 28.520  0.451
70 H -6.457 -9.407 28.263  0.644
71 O -1.939 -17.260 28.825  -0.547
72 S -1.773 -15.902 29.229  1.109
73 O -1.587 -14.864 28.267  -0.580
74 O -2.909 -15.398 30.280  -0.106
75 C -2.356 -14.825 31.433  1.117
76 C -1.030 -15.527 31.614  -0.127
77 O -0.563 -15.773 30.289  -0.407
78 H -2.351 -13.735 31.338  0.025
79 H -3.035 -15.027 32.264  -0.989
80 H -1.215 -16.426 32.219  0.321
81 H -0.235 -15.100 32.223  0.342
82 O -9.806 -15.259 35.262  -0.563
83 C -9.858 -14.430 36.114  0.490
84 C -10.954 -14.107 37.139  -0.458
85 C -10.330 -12.930 37.863  -0.457
86 C -8.817 -13.219 37.772  -0.519
87 O -8.729 -13.772 36.478  -0.257
88 H -11.952 -13.813 36.828  0.323
89 H -10.950 -14.995 37.775  0.310
90 H -10.508 -11.936 37.441  0.065
91 H -10.710 -12.774 38.877  0.393
92 H -8.305 -12.296 38.038  0.384
93 H -8.543 -13.977 38.513  0.271
94 O -4.610 -13.599 33.358  -0.194
95 C -5.529 -12.817 33.378  -0.302
96 C -5.412 -11.303 33.479  -0.106
97 C -6.716 -10.823 33.036  2.245
98 C -7.688 -11.968 33.371  0.836
99 O -6.832 -13.181 33.295  0.024
100 H -5.239 -11.126 34.549  -0.011
101 H -4.480 -11.044 32.982  -0.025
102 H -6.911 -9.892 33.564  -0.465
103 H -6.709 -10.646 31.957  -1.018
104 H -8.127 -11.892 34.363  -0.252
105 H -8.491 -11.978 32.641  -0.896
106 O -9.428 -13.513 30.418  -0.521
107 C -10.465 -13.625 31.004  0.465
108 C -11.218 -12.461 31.562  0.810
109 C -11.990 -13.079 32.724  -0.026
110 C -12.097 -14.548 32.288  -0.739
111 O -10.991 -14.802 31.437  -0.397
112 H -10.548 -11.659 31.867  -0.322
113 H -11.844 -12.002 30.794  -0.080
114 H -11.472 -12.893 33.666  -0.164
115 H -12.910 -12.496 32.808  0.441
116 H -12.220 -15.300 33.072  0.373
117 H -13.040 -14.812 31.785  0.268
118 O -9.272 -17.001 29.920  -0.595
119 C -8.141 -16.786 30.253  0.441
120 C -7.627 -16.114 31.490  0.736
121 C -6.147 -15.940 31.113  0.167
122 C -5.851 -17.138 30.206  -0.291
123 O -7.112 -17.229 29.495  -0.396
124 H -7.986 -15.120 31.726  -0.625
125 H -7.771 -16.834 32.298  0.261
126 H -6.070 -14.953 30.658  0.104
127 H -5.443 -15.947 31.949  -0.282
128 H -5.053 -16.865 29.519  0.195
129 H -5.599 -18.060 30.728  0.231
130 O -1.337 -9.947 33.851  -0.616
131 C -1.522 -11.023 34.346  0.551
132 C -2.055 -11.324 35.731  -0.404
133 C -2.285 -12.838 35.653  -0.181
134 C -1.410 -13.327 34.481  0.048
135 O -1.265 -12.169 33.675  -0.281
136 H -1.241 -11.125 36.423  0.342
137 H -2.990 -10.773 35.774  0.176
138 H -1.842 -13.192 36.586  0.526
139 H -3.304 -13.163 35.457  -0.277
140 H -0.488 -13.654 34.968  0.266
141 H -1.978 -14.128 34.018  -0.077

Computed properties:
2S+1: 1
structure (SMILES): O=[N+]([O-])c1ccccc1.O=[N+]([O-])c1ccccc1.O=[N+]([O-])c1ccccc1.O=[N+]([O-])c1ccccc1.O=[N+]([O-])c1ccccc1.O=S1(=O)OCCO1.O=C1CCCO1.O=C1CCCO1.O=C1CCCO1.O=C1CCCO1.O=C1CCCO1



no.,HOMO-LUMO gap (eV)
1,6.38
2,7.84